[1]
56
Properties=species:S:1:pos:R:3 method="wB97M-V/def2-TZVPD" multiplicity=2 relative_energy_kcal_mol=41.03 e_homo_ev="-9.379 / -10.332" e_tot_ha=-2931.40223 total_charge=0
Rh 0.6594 -0.1408 -1.4012
N 3.5088 -1.6894 0.9039
C 2.8912 -0.3815 1.3477
C 3.5542 0.0242 2.6710
P 1.1024 -0.6240 1.6382
O 0.7357 -1.6450 0.4877
O 0.7651 -0.9011 3.0268
O 0.4447 0.7125 1.0010
P 3.4196 0.8181 0.0149
O 3.0224 2.2408 0.5911
O 4.8711 0.5916 -0.0751
O 2.5695 0.5095 -1.2208
H 3.5915 -2.3462 1.6786
H 4.4480 -1.4507 0.5549
H 2.9921 -2.1853 0.1541
H 3.3561 -0.7199 3.4433
H 3.1440 0.9730 3.0123
H 4.6262 0.1500 2.5183
H 0.1143 -2.4613 0.5115
H 2.1924 2.5850 0.2220
N 1.0687 -0.3456 -3.3313
N 1.6028 0.8568 -3.8339
C 1.1662 1.9716 -3.0200
O 1.5088 3.0984 -3.2171
O 0.2750 1.6341 -2.0646
H 1.6428 -1.1799 -3.4906
H 0.1567 -0.5199 -3.7573
H 2.6051 0.8141 -3.9582
C -3.4112 -0.5306 -0.1903
C -3.1449 0.3692 1.0034
C -4.1513 0.1191 2.1051
O -1.8219 -0.0090 1.5158
B -0.9658 0.8960 0.9858
O -1.5059 1.9712 0.3776
C -2.9448 1.8818 0.6276
C -3.6613 2.3078 -0.6362
C -3.2377 2.8389 1.7702
H -3.3411 -1.5703 0.1312
H -2.6820 -0.3889 -0.9883
H -4.4108 -0.3600 -0.5935
H -4.1711 -0.9457 2.3376
H -5.1513 0.4134 1.7783
H -3.9038 0.6643 3.0136
H -3.3152 1.7423 -1.4990
H -3.4768 3.3662 -0.8214
H -4.7386 2.1625 -0.5298
H -2.7029 2.5528 2.6776
H -4.3043 2.8727 1.9946
H -2.9135 3.8384 1.4807
F -0.7708 -1.4309 -1.8872
Sb 1.1858 -3.9669 -1.5848
F 0.8461 -3.4402 -3.4477
F 2.2926 -2.3264 -1.7384
F 2.1238 -5.4908 -2.2135
F 2.4215 -4.0800 -0.0517
F -0.1774 -3.8463 -0.0246

=====

[2]
9
Properties=species:S:1:pos:R:3 method="wB97M-V/def2-TZVPD" relative_energy_kcal_mol=3.13 e_homo_ev=-11.376 smiles=OCC(F)(F)F e_tot_ha=-452.84878 total_charge=0
O 1.4194 -0.5386 0.0128
C 0.4247 0.4257 -0.0851
C -0.8975 -0.3085 0.0022
F -1.2300 -0.7530 1.1832
F -0.9645 -1.3341 -0.8358
F -1.8959 0.5460 -0.3183
H 2.2218 -0.1825 0.3357
H 0.5003 0.9414 -1.0201
H 0.4217 1.2036 0.7255

=====

[3]
38
Properties=species:S:1:pos:R:3 method="wB97M-V/def2-TZVPD" relative_energy_kcal_mol=125.02 e_homo_ev=-8.725 smiles=CCN(c1ccccc1)c1nc2nonc2nc1NCCO e_tot_ha=-1021.92141 total_charge=0
C 0.4736 0.4672 -3.3246
C 1.4544 1.1950 -2.2697
N 0.9025 0.6121 -0.9673
C 0.1593 1.5495 -0.3016
C -1.2220 1.6032 -0.4146
C -1.9140 2.4393 0.4693
C -1.2449 3.2129 1.4087
C 0.1280 3.2010 1.4780
C 0.7842 2.2362 0.6942
C 1.5140 -0.4138 -0.1851
N 2.8823 -0.4001 0.0495
C 3.3391 -1.3546 0.9405
N 4.5606 -1.6289 1.2962
O 4.5638 -2.8160 1.9977
N 3.1742 -3.2138 2.1387
C 2.4573 -2.3269 1.4397
N 1.1424 -2.3994 1.1897
C 0.6551 -1.3861 0.4580
N -0.6974 -1.3692 0.2682
C -1.7411 -2.2017 1.0663
C -3.1582 -2.1516 0.3977
O -3.3204 -0.8006 -0.0328
H -0.3938 1.0089 -3.4550
H 1.0967 0.4156 -4.2254
H 0.1066 -0.5289 -3.1006
H 1.3612 2.2942 -2.2411
H 2.4753 0.8998 -2.5167
H -1.7479 0.9995 -1.2026
H -3.0620 2.4675 0.3886
H -1.7929 3.7136 2.2089
H 0.8281 3.7658 2.2139
H 1.9191 2.2416 0.8520
H -1.0527 -0.5195 -0.1606
H -1.4432 -3.2250 1.1397
H -1.8945 -1.7312 2.0618
H -3.8527 -2.4164 1.1480
H -3.2434 -2.7700 -0.4097
H -4.1965 -0.6691 -0.4978